(1)
{"formula": "C26H43BrN6P2Pd", "method": "ωB97M-V/def2-TZVPD", "e_above_lowest_kj_mol": 0.00, "spin_multiplicity": 3, "homo_lumo_gap_ev": [7.14, 5.07], "charge": 2, "s_squared": 2.00, "species": ["Pd", "Br", "P", "P", "N", "N", "N", "N", "N", "N", "C", "C", "C", "C", "C", "C", "C", "C", "C", "C", "C", "C", "C", "C", "C", "C", "C", "C", "C", "C", "C", "C", "C", "C", "C", "C", "H", "H", "H", "H", "H", "H", "H", "H", "H", "H", "H", "H", "H", "H", "H", "H", "H", "H", "H", "H", "H", "H", "H", "H", "H", "H", "H", "H", "H", "H", "H", "H", "H", "H", "H", "H", "H", "H", "H", "H", "H", "H", "H"], "coordinates": [[0.560, 0.374, -0.499], [0.966, 3.006, -2.891], [2.683, 0.509, -1.410], [-0.194, -1.830, -0.317], [-5.410, -1.442, 3.780], [0.706, 0.549, 1.656], [1.494, 0.015, 3.657], [0.168, 1.462, 2.501], [0.605, 1.048, 3.724], [0.732, 1.981, 4.745], [-1.946, -1.868, 0.262], [-0.609, 2.404, -1.849], [-4.344, 0.746, 2.444], [4.063, -0.627, -1.034], [0.559, -3.298, 0.533], [5.445, -0.048, -1.329], [-2.176, -2.428, 1.665], [-2.964, 1.861, -1.870], [-3.791, 1.817, 1.663], [-1.978, 3.119, -0.009], [3.206, 2.053, -0.539], [-3.872, 0.392, 3.731], [-3.043, 2.358, -0.551], [-0.753, 3.127, -0.646], [3.544, 0.565, -4.075], [-1.246, -1.993, -2.963], [2.368, 0.155, -3.197], [1.492, -0.274, 2.360], [4.262, 2.925, -1.207], [-4.107, 1.963, 0.333], [-5.877, -1.104, 2.584], [2.038, -3.596, 0.294], [-5.333, -0.065, 1.838], [-4.414, -0.748, 4.331], [-0.314, -2.657, -1.957], [-1.733, 1.852, -2.527], [0.353, -3.222, 1.617], [2.350, -3.455, -0.751], [3.591, 1.673, 0.425], [-5.690, 0.106, 0.819], [-1.104, -0.906, -3.003], [4.504, 3.742, -0.520], [2.109, -1.078, 1.939], [1.444, 0.721, -3.458], [3.906, 3.376, -2.138], [2.297, 2.630, -0.295], [4.077, 1.447, -3.696], [-2.133, 3.645, 0.931], [-6.712, -1.668, 2.179], [2.134, -0.929, -3.302], [-0.030, 2.653, 4.731], [0.103, 3.661, -0.238], [4.278, -0.242, -4.207], [3.157, 0.803, -5.070], [2.674, -2.985, 0.946], [-2.299, -2.203, -2.725], [5.534, 0.301, -2.364], [-0.661, -3.682, -1.743], [-1.628, 1.406, -3.519], [2.232, -4.648, 0.551], [0.838, 1.523, 5.642], [0.717, -2.740, -2.340], [-2.324, -0.834, 0.191], [5.197, 2.391, -1.400], [-3.256, -2.520, 1.848], [-4.004, -1.074, 5.282], [-1.774, -1.752, 2.436], [-1.732, -3.426, 1.797], [6.197, -0.829, -1.185], [-5.018, 1.574, -0.129], [3.869, -1.513, -1.656], [-3.083, 2.470, 2.181], [-1.040, -2.407, -3.960], [-2.496, -2.464, -0.484], [-3.891, 1.462, -2.299], [-3.098, 0.996, 4.209], [5.709, 0.776, -0.659], [-0.042, -4.153, 0.167], [3.959, -0.931, 0.018]], "forces_ev_per_angstrom": [[-1.0, 0.3, 0.3], [-1.1, 0.1, 0.3], [0.4, -0.9, 0.5], [-0.5, -2.0, -0.5], [0.2, -0.4, 0.7], [-0.3, 1.1, 0.9], [-1.4, 1.1, -0.1], [1.1, -2.2, 1.1], [1.7, 0.2, -2.7], [-0.2, -0.2, -0.1], [-0.2, 0.3, -0.1], [0.1, 0.8, -1.0], [-1.2, -1.0, 0.5], [-0.5, -0.4, 0.1], [-0.1, 0.1, 0.7], [0.5, -0.2, 0.0], [-0.1, 0.0, 0.3], [0.1, -0.1, 0.6], [-0.6, 0.5, -1.1], [0.2, -0.5, -0.4], [-0.1, 0.3, -0.4], [-0.4, 0.1, -1.0], [0.7, 1.3, -0.2], [-0.2, -0.4, 0.1], [0.3, 0.1, -0.7], [0.0, -0.1, -0.3], [-0.6, 0.6, 0.1], [0.1, -0.1, 0.9], [0.2, 0.6, 0.0], [0.2, 0.1, 1.1], [0.4, 0.6, -0.3], [0.2, -0.1, 0.0], [0.1, -0.1, 0.7], [0.1, 0.6, -0.6], [0.2, 0.2, -0.1], [0.4, 0.1, 0.4], [0.2, 0.0, -0.5], [-0.1, 0.0, 0.3], [-0.2, -0.1, -0.3], [0.1, -0.1, 0.6], [0.0, -0.2, 0.0], [0.0, 0.0, -0.2], [-0.5, 0.5, 0.2], [0.8, -0.7, 0.0], [0.0, -0.1, 0.2], [0.4, -0.1, -0.2], [-0.2, -0.2, -0.2], [0.2, -0.1, -0.3], [0.1, -0.2, 0.2], [0.2, 0.6, 0.4], [-0.1, -0.2, -0.1], [-0.3, 0.1, -0.1], [-0.3, 0.2, 0.2], [0.2, 0.0, 0.1], [0.0, -0.1, -0.2], [0.3, 0.2, -0.1], [0.0, -0.1, 0.3], [0.2, 0.3, -0.1], [0.0, 0.4, 0.3], [0.0, 0.4, -0.1], [-0.1, -0.2, 0.0], [-0.3, 0.0, 0.0], [-0.1, -0.3, 0.0], [-0.4, 0.3, -0.1], [0.3, 0.1, 0.0], [-0.3, -0.2, 0.0], [-0.1, -0.2, -0.2], [-0.3, 0.4, 0.0], [-0.1, 0.1, 0.0], [0.5, -0.2, 0.3], [0.2, 0.1, 0.3], [0.3, -0.6, -0.5], [-0.2, 0.2, 0.2], [0.2, 0.2, 0.2], [0.6, -0.1, 0.0], [-0.2, -0.2, 0.0], [-0.1, -0.4, -0.1], [0.1, 0.5, 0.2], [0.2, 0.0, -0.2]], "mulliken_spin": [1.158, 0.003, 0.221, 0.249, 0.003, 0.072, -0.002, 0.014, 0.011, 0.004, 0.014, -0.010, 0.001, 0.008, 0.031, 0.022, 0.004, -0.006, 0.007, 0.019, 0.018, 0.001, 0.001, 0.017, 0.037, 0.010, 0.033, -0.019, 0.031, -0.010, -0.001, 0.007, 0.002, -0.001, 0.009, 0.017, 0.003, -0.003, -0.001, 0.000, 0.009, 0.002, 0.004, 0.000, -0.003, -0.003, -0.003, 0.001, 0.000, -0.003, 0.000, -0.001, 0.000, 0.002, -0.001, 0.002, -0.003, 0.000, 0.004, -0.001, 0.000, -0.002, -0.007, 0.000, 0.003, 0.000, 0.000, 0.001, 0.000, 0.000, 0.000, 0.001, 0.002, 0.014, 0.001, 0.000, -0.001, 0.009, 0.003]}



(2)
{"formula": "C26H44BrN3OP2Pt", "method": "ωB97M-V/def2-TZVPD", "e_above_lowest_kj_mol": 0.00, "spin_multiplicity": 5, "homo_lumo_gap_ev": [7.31, 3.88], "charge": 4, "s_squared": 6.04, "species": ["Pt", "Br", "P", "P", "O", "N", "N", "N", "C", "C", "C", "C", "C", "C", "C", "C", "C", "C", "C", "C", "C", "C", "C", "C", "C", "C", "C", "C", "C", "C", "C", "C", "C", "C", "H", "H", "H", "H", "H", "H", "H", "H", "H", "H", "H", "H", "H", "H", "H", "H", "H", "H", "H", "H", "H", "H", "H", "H", "H", "H", "H", "H", "H", "H", "H", "H", "H", "H", "H", "H", "H", "H", "H", "H", "H", "H", "H", "H"], "coordinates": [[-0.031, 0.704, -0.464], [-1.896, -5.142, -2.303], [-1.899, -0.402, -0.484], [0.244, 1.738, 1.561], [2.147, -1.590, 1.190], [4.373, 2.823, -3.703], [2.330, -3.823, 1.649], [2.571, -2.280, 3.345], [2.772, 1.576, -1.821], [2.361, -2.503, 1.997], [-3.822, -2.328, -1.334], [3.054, 1.531, 1.764], [-0.942, -3.602, -2.859], [0.946, -2.221, -2.105], [1.797, 0.556, -1.317], [2.375, 2.808, -2.359], [0.304, -3.421, -2.099], [-2.334, -2.021, -1.369], [0.276, -1.078, -2.639], [1.891, 2.512, 1.594], [-4.511, 0.795, -0.286], [-1.808, -2.288, -2.851], [4.080, 1.107, -2.071], [-3.177, -1.934, 1.694], [0.661, 1.352, 4.329], [0.233, 0.662, 3.035], [0.688, 0.298, -2.268], [-2.176, -0.870, 1.282], [-0.942, -1.195, -3.289], [-1.071, 4.098, 0.800], [4.806, 1.710, -3.113], [3.234, 3.391, -3.322], [-0.969, 3.061, 1.920], [-3.166, 0.827, -1.002], [2.255, -4.037, 0.668], [-3.282, 0.688, -2.090], [-4.231, -2.395, -0.323], [0.193, 2.338, 4.454], [-1.324, -0.359, -3.875], [3.003, -3.019, 3.885], [-3.087, -2.087, 2.778], [-2.692, 1.816, -0.869], [1.437, 3.289, -2.098], [-5.084, -0.112, -0.513], [-0.740, -3.804, -3.922], [-2.389, 0.078, 1.796], [0.338, 0.736, 5.177], [-4.214, -1.626, 1.507], [-4.407, 0.867, 0.801], [-2.982, -2.898, 1.212], [-1.933, 2.549, 2.077], [1.872, 3.247, 2.412], [5.735, 1.270, -3.476], [-5.106, 1.651, -0.634], [-1.177, -1.201, 1.601], [1.955, -2.089, -1.698], [2.957, 4.330, -3.805], [2.816, -1.333, 3.594], [-2.678, -2.422, -3.513], [0.738, -4.267, -1.563], [3.872, 1.806, 1.087], [4.462, 0.214, -1.578], [1.991, 3.071, 0.653], [-0.793, 0.285, 3.135], [2.788, 0.487, 1.525], [1.751, 1.469, 4.394], [-1.952, 4.730, 0.980], [-0.679, 3.525, 2.877], [-1.765, -2.687, -0.704], [2.317, -0.298, -0.864], [-3.954, -3.332, -1.762], [0.869, -0.205, 2.790], [-1.182, 3.625, -0.190], [-0.189, 4.754, 0.776], [3.454, 1.551, 2.790], [2.581, -4.542, 2.317], [0.461, 1.077, -3.004], [-4.405, -1.590, -1.906]], "forces_ev_per_angstrom": [[-0.8, 1.3, 2.4], [-0.4, -0.5, 0.3], [-4.5, -2.1, 0.5], [0.9, 1.8, 2.9], [-0.3, 0.2, -0.4], [-2.2, -1.6, 3.0], [0.0, 0.7, 0.0], [-0.1, 0.1, -1.1], [0.0, 0.2, -0.2], [0.2, -1.0, 1.1], [-0.6, 0.0, 0.2], [0.4, -0.5, -0.1], [-0.7, 0.3, -0.3], [0.4, 1.0, 0.1], [1.6, -0.9, -2.0], [1.3, -0.4, -0.7], [0.4, -0.6, -0.5], [1.2, 0.3, 0.0], [0.1, 0.5, 0.6], [0.1, 0.0, -0.6], [-0.5, -0.2, 0.2], [-0.3, -0.9, -0.1], [-0.6, 0.7, -0.6], [-0.6, -0.3, 0.2], [0.4, 0.7, 0.2], [-0.5, -1.3, -0.5], [2.8, -0.2, -1.9], [0.7, 0.3, 0.0], [0.0, 0.3, 0.2], [-0.1, 0.3, 0.0], [1.4, 0.0, -0.4], [-0.4, 1.3, -0.8], [-0.4, -0.4, -0.7], [0.6, 0.5, -0.4], [0.2, -0.2, 0.3], [0.0, 0.1, 0.2], [0.1, 0.2, -0.4], [0.2, -0.3, 0.1], [0.0, -0.1, 0.0], [-0.1, 0.2, 0.1], [0.1, 0.1, -0.3], [-0.3, -0.2, -0.1], [0.2, 0.1, -0.3], [0.2, 0.3, 0.1], [0.4, 0.1, 0.1], [0.0, -0.2, -0.1], [0.0, 0.0, -0.2], [0.3, -0.1, 0.1], [0.0, 0.1, -0.2], [-0.1, 0.2, 0.2], [0.2, 0.2, 0.0], [-0.2, 0.0, -0.2], [0.0, 0.1, 0.1], [0.2, -0.2, 0.1], [-0.1, 0.1, 0.1], [-0.6, -0.3, 0.1], [0.1, -0.1, 0.1], [0.1, -0.2, 0.1], [0.4, 0.0, 0.3], [-0.1, 0.1, -0.2], [-0.1, 0.0, 0.3], [0.1, 0.2, -0.4], [0.0, 0.1, 0.3], [0.3, 0.1, 0.0], [0.0, 0.4, 0.1], [-0.3, 0.0, 0.0], [0.3, -0.1, -0.1], [0.0, -0.3, -0.3], [-0.3, -0.3, -0.2], [-0.4, 0.2, 0.0], [-0.1, 0.4, -0.1], [-0.2, 0.2, 0.2], [0.0, 0.2, 0.2], [-0.3, -0.2, 0.0], [-0.2, 0.0, -0.4], [-0.1, 0.1, -0.4], [0.0, -0.3, 0.1], [0.2, -0.4, 0.0]], "mulliken_spin": [0.312, 0.030, 0.228, 0.317, 0.011, 0.788, 0.000, 0.002, -0.149, 0.001, 0.020, 0.001, 0.109, 0.233, 0.443, 0.117, 0.105, 0.114, 0.231, 0.072, 0.030, 0.031, 0.105, 0.032, 0.046, 0.038, 0.129, 0.038, 0.215, 0.006, 0.012, 0.004, 0.053, 0.041, 0.001, 0.002, 0.003, -0.003, 0.010, 0.000, 0.002, 0.007, 0.012, -0.001, 0.027, 0.008, 0.012, 0.000, 0.001, -0.002, -0.001, 0.005, 0.024, 0.003, 0.010, 0.021, 0.026, 0.000, -0.004, -0.002, 0.003, 0.009, 0.007, 0.007, 0.008, -0.003, 0.002, 0.019, 0.006, 0.024, 0.001, -0.008, 0.000, -0.001, 0.000, 0.000, 0.004, -0.001]}